5
Properties=species:S:1:pos:R:3:lowdin_charge:R:1 method="wB97M-V/def2-TZVPD" lumo_energy_ev="-2.53 / -2.53" e_tot_ha=-1431.75226 e_above_lowest_kcal_mol=54.2 homo_energy_ev="-9.90 / -9.90" largest_force_ha_per_bohr=0.032 orbital_gap_ev="7.37 / 7.37"
C -0.39458 0.50459 -1.08913 -0.60
O 0.95979 -0.87974 0.59683 -0.64
S -0.43524 -0.43683 0.51627 0.49
Cl -0.96002 1.17572 1.91265 0.12
Cl 0.83005 -0.36374 -1.93663 0.62